Record 1
A cluster of 2 separate species, C6H17N2 in total, computed with wB97M-V/def2-TZVPD.

Last column: natural (NBO) charge in e.
Positions of all 25 atoms, in Å:
N  -1.616  1.006  -1.144  -0.9132
C  -2.368  0.189  -0.215  -0.0297
C  -1.988  -1.321  -0.191  -0.6283
C  -2.235  0.741  1.275  -0.6226
N  0.880  -0.196  -1.146  -0.4035
C  3.016  -0.993  -0.052  -0.6284
C  2.078  0.128  -0.461  -0.1487
C  1.782  0.999  0.796  -0.6023
H  -2.150  1.244  -1.966  0.3598
H  -2.175  1.826  1.198  0.2180
H  -0.612  0.711  -1.309  0.4020
H  -3.415  0.266  -0.504  0.1743
H  -2.447  -1.876  0.633  0.2037
H  -0.902  -1.331  -0.179  0.2046
H  -2.321  -1.837  -1.105  0.1993
H  -1.359  0.350  1.778  0.1903
H  -3.050  0.352  1.896  0.1973
H  1.051  -1.007  -1.752  0.3178
H  4.031  -0.619  0.159  0.2167
H  2.806  -1.434  0.898  0.2177
H  3.182  -1.664  -0.902  0.2094
H  2.699  0.866  -0.993  0.2297
H  1.238  0.390  1.526  0.2044
H  1.169  1.846  0.502  0.2245
H  2.705  1.364  1.257  0.2072

Forces on atoms 1 to 6 (eV/Å):
N 0.94 -0.03 -0.10
C 0.08 -0.35 1.52
C -0.40 0.52 -0.85
C -0.39 -0.67 -1.31
N 1.17 -0.28 -0.41
C 1.45 0.29 -0.96

The value obtained for the electronic energy is -348.21690 Eh. For the highest occupied orbital energy (alpha / beta), the calculation gives -0.297 / -0.297 hartree. As for the spin multiplicity: 2. The energy above the lowest of the compared OMol25 structures with the same formula, charge and spin is 0.6030 eV. The calculation puts the LUMO energy (alpha / beta) at 0.96 / -1.00 eV.



Record 2
The molecule C12H18Si2, computed with wB97M-V/def2-TZVPD.

Last column: natural (NBO) charge in e.
Positions of all 32 atoms, in Å:
C  -1.650  5.376  -2.573  -1.0936
Si  -0.549  3.891  -2.879  1.5709
C  -0.467  3.540  -4.724  -1.0949
C  1.146  4.359  -2.258  -1.0912
C  -0.813  2.506  -1.747  -0.3628
C  -0.820  1.517  -1.031  -0.1044
C  -0.905  0.513  -0.100  0.0818
C  -0.809  -0.399  0.687  -0.0756
C  -0.503  -1.326  1.628  -0.0184
C  -0.117  -2.255  2.300  -0.4067
Si  0.438  -3.840  2.876  1.5861
C  -0.918  -4.640  3.811  -1.1090
C  2.039  -3.704  3.897  -1.0744
C  0.751  -5.062  1.535  -1.1119
H  -1.188  6.293  -2.921  0.2425
H  -1.890  5.532  -1.519  0.2464
H  -2.567  5.220  -3.124  0.2336
H  0.155  4.261  -5.269  0.2491
H  -1.480  3.556  -5.113  0.2372
H  -0.078  2.536  -4.927  0.2470
H  1.127  4.538  -1.182  0.2394
H  1.444  5.318  -2.690  0.2274
H  1.872  3.585  -2.485  0.2371
H  -1.660  -5.011  3.087  0.2381
H  -1.359  -3.905  4.483  0.2377
H  -0.551  -5.480  4.386  0.2393
H  2.529  -2.796  3.614  0.2374
H  2.634  -4.560  3.626  0.2341
H  1.832  -3.711  4.965  0.2375
H  -0.199  -5.215  1.042  0.2344
H  1.404  -4.570  0.804  0.2361
H  1.152  -6.068  1.800  0.2498

Forces on atoms 1 to 6 (eV/Å):
C -0.19 -0.55 0.27
Si 1.25 1.47 -0.08
C -0.15 -0.63 0.30
C 0.04 0.60 -0.07
C -0.66 -1.68 0.30
C -0.54 0.86 -0.10

The value obtained for the electronic energy is -1046.92514 Eh. For the highest occupied orbital energy, the calculation gives -0.328 hartree. The energy above the lowest of the compared OMol25 structures with the same formula, charge and spin is 0.0000 eV. Its SMILES is C[Si](C)(C)C#CC#CC#C[Si](C)(C)C. The calculation puts the LUMO energy at -0.14 eV.



Record 3
The ion C2HN2S3 with charge -1, computed with wB97M-V/def2-TZVPD.

Last column: natural (NBO) charge in e.
Positions of all 8 atoms, in Å:
S  2.913  -0.837  0.210  -0.2102
C  1.458  -0.118  -0.178  -0.1340
N  0.364  -0.528  -0.838  -0.1325
N  -0.884  -0.425  -0.820  -0.1028
C  -1.557  0.073  0.266  -0.2268
S  -2.903  -0.693  0.841  -0.1842
S  -0.917  1.558  0.725  -0.2386
H  1.525  0.969  -0.205  0.2291

Forces on atoms 1 to 6 (eV/Å):
S -0.96 -0.35 0.11
C 0.52 0.57 -0.39
N -1.40 -0.88 -0.22
N 3.32 -0.85 -1.67
C -0.74 1.49 2.10
S 0.01 -0.44 -0.17

The value obtained for the electronic energy is -1380.86325 Eh. For the highest occupied orbital energy (alpha / beta), the calculation gives -0.161 / -0.161 hartree. The energy above the lowest of the compared OMol25 structures with the same formula, charge and spin is 2.2431 eV. The charge is -1. Its SMILES is S=C/N=N\C(=S)[S-]. The calculation puts the LUMO energy (alpha / beta) at 2.30 / 2.30 eV.



Record 4
The molecule C3H5N3S, computed with wB97M-V/def2-TZVPD.

Last column: natural (NBO) charge in e.
Positions of all 12 atoms, in Å:
S  -0.523  -1.286  2.261  -0.0318
C  -0.292  0.337  1.451  -0.5388
C  0.058  0.238  0.002  0.0608
C  1.101  -0.432  -0.652  -0.1021
N  1.007  -0.214  -1.964  -0.2198
N  -0.049  0.561  -2.053  -0.1559
N  -0.665  0.877  -0.916  -0.2414
H  -1.528  -1.708  1.441  0.1278
H  0.528  0.830  2.032  0.2376
H  -1.160  0.966  1.579  0.2395
H  1.911  -1.048  -0.264  0.2248
H  -0.386  0.880  -2.917  0.3993

Forces on atoms 1 to 6 (eV/Å):
S -0.44 0.03 -0.46
C 0.93 0.13 0.41
C -0.11 0.29 0.15
C 0.57 -0.39 -0.25
N -0.09 0.03 0.62
N -0.06 -0.07 1.15

The value obtained for the electronic energy is -679.74447 Eh. For the highest occupied orbital energy, the calculation gives -0.341 hartree. The energy above the lowest of the compared OMol25 structures with the same formula, charge and spin is 1.1086 eV. Its SMILES is SCc1cn[nH]n1. The calculation puts the LUMO energy at 0.94 eV.



Record 5
The molecule C3H3N3O2, computed with wB97M-V/def2-TZVPD.

Last column: natural (NBO) charge in e.
Positions of all 11 atoms, in Å:
H  1.579  -1.089  -1.544  0.2948
N  0.905  -1.382  -2.232  -0.2849
N  -0.239  -1.059  -1.825  -0.1211
C  -0.267  -0.552  -0.519  0.2523
C  -1.410  -0.104  -0.105  -0.0211
N  -1.048  0.708  1.057  -0.6318
C  0.314  0.741  1.180  0.8535
O  0.875  1.628  1.911  -0.6214
O  0.796  -0.172  0.359  -0.4573
H  -2.453  -0.509  -0.507  0.2776
H  -1.650  1.569  1.553  0.4593

Forces on atoms 1 to 6 (eV/Å):
H 1.05 -0.15 0.59
N -1.46 0.42 -1.10
N 2.61 -1.41 0.86
C 0.59 -0.16 -0.80
C -3.27 1.20 2.54
N -3.93 1.85 0.54

The value obtained for the electronic energy is -430.75943 Eh. For the highest occupied orbital energy, the calculation gives -0.352 hartree. The energy above the lowest of the compared OMol25 structures with the same formula, charge and spin is 4.3960 eV. Its SMILES is [H]/N=N\c1c[nH]c(=O)o1. The calculation puts the LUMO energy at -0.36 eV.



Record 6
A structure of composition C52H45Br2N6O8P2S2Ta, computed with wB97M-V/def2-TZVPD.

Last column: Löwdin charge in e.
Positions of all 118 atoms, in Å:
Ta  -0.036  0.286  -0.340  1.4083
S  0.145  -1.107  -2.397  0.7069
C  0.009  -0.015  -3.766  -0.6627
C  -0.015  -0.556  -5.056  -0.1253
C  -0.108  0.269  -6.164  -0.0991
C  -0.181  1.650  -5.991  -0.0980
C  -0.158  2.187  -4.715  -0.1272
C  -0.061  1.360  -3.593  -0.6497
S  -0.032  2.136  -2.007  0.6648
H  0.034  -1.635  -5.174  0.1009
H  -0.127  -0.163  -7.159  0.1004
H  -0.261  2.307  -6.851  0.1003
H  -0.217  3.262  -4.569  0.0997
C  2.928  -2.718  0.069  -0.0374
O  1.518  -2.537  -0.053  -0.1592
C  0.782  -3.619  -0.398  -0.2659
C  1.306  -4.829  -0.802  -0.0470
C  0.428  -5.865  -1.096  -0.6702
Br  1.137  -7.521  -1.675  0.7532
C  -0.927  -5.719  -0.949  -0.0655
C  -1.455  -4.497  -0.513  -0.0499
C  -0.599  -3.432  -0.285  -0.2199
O  -0.993  -2.155  0.031  -0.1126
C  -2.918  -4.434  -0.301  -0.2641
N  -3.790  -5.070  -1.032  0.1838
C  -5.024  -4.762  -0.464  -0.2197
C  -6.309  -5.156  -0.846  -0.0173
C  -7.379  -4.686  -0.105  -0.0972
C  -7.189  -3.836  1.003  -0.0981
C  -5.924  -3.439  1.396  -0.0253
C  -4.857  -3.923  0.639  -0.1930
N  -3.492  -3.740  0.729  0.1584
H  3.391  -2.894  -0.904  0.0967
H  3.149  -3.547  0.744  0.1107
H  3.314  -1.800  0.490  0.0656
H  2.372  -4.976  -0.899  0.1054
H  -1.614  -6.529  -1.154  0.1140
H  -1.952  -1.963  0.080  0.0716
H  -6.451  -5.809  -1.701  0.1113
H  -8.387  -4.977  -0.378  0.0972
H  -8.054  -3.488  1.557  0.0985
H  -5.770  -2.788  2.251  0.1118
H  -3.024  -3.197  1.435  0.1495
C  1.168  3.618  2.798  -0.0758
O  -0.192  3.144  2.669  -0.2826
P  -0.740  2.373  1.407  0.6913
O  -2.231  2.059  1.883  -0.2956
C  -2.604  1.451  3.144  -0.0519
O  -1.028  3.575  0.389  -0.4020
C  -1.629  4.815  0.799  -0.0833
H  1.228  4.130  3.750  0.0914
H  1.404  4.313  1.990  0.0709
H  1.873  2.792  2.806  0.0615
H  -3.640  1.730  3.318  0.0948
H  -1.981  1.820  3.954  0.0746
H  -2.524  0.367  3.069  0.0803
H  -0.857  5.511  1.127  0.0847
H  -2.347  4.662  1.602  0.0912
H  -2.141  5.221  -0.069  0.0448
N  1.798  0.475  -0.049  -0.4029
P  3.272  1.067  -0.095  0.8498
C  3.923  1.282  1.556  -0.3019
C  3.237  0.697  2.622  -0.0808
C  3.714  0.849  3.919  -0.0598
C  4.868  1.587  4.145  -0.0570
C  5.551  2.176  3.083  -0.0682
C  5.081  2.029  1.787  -0.0828
C  3.381  2.667  -0.898  -0.2931
C  2.528  3.678  -0.454  -0.1164
C  2.583  4.937  -1.022  -0.0622
C  3.492  5.195  -2.043  -0.0670
C  4.342  4.195  -2.492  -0.0656
C  4.289  2.926  -1.921  -0.0612
C  4.341  -0.026  -1.018  -0.3280
C  5.557  -0.499  -0.534  -0.0709
C  6.299  -1.389  -1.303  -0.0673
C  5.824  -1.803  -2.541  -0.0714
C  4.606  -1.332  -3.023  -0.0625
C  3.859  -0.445  -2.263  -0.0857
H  2.325  0.142  2.428  0.0829
H  3.174  0.407  4.749  0.1022
H  5.236  1.711  5.157  0.1107
H  6.447  2.758  3.269  0.1071
H  5.602  2.502  0.959  0.1146
H  1.806  3.466  0.321  0.0530
H  1.910  5.717  -0.681  0.1113
H  3.532  6.180  -2.493  0.1075
H  5.048  4.397  -3.289  0.1073
H  4.951  2.146  -2.278  0.1054
H  5.920  -0.185  0.439  0.1053
H  7.246  -1.763  -0.931  0.1076
H  6.404  -2.502  -3.134  0.1077
H  4.234  -1.663  -3.986  0.1141
H  2.896  -0.093  -2.622  0.0925
N  -0.043  -2.294  2.713  0.2092
C  0.023  -0.981  2.993  -0.4926
O  -0.189  -0.111  2.071  -0.2200
C  0.320  -0.640  4.336  -0.2012
C  0.545  -1.709  5.263  -0.2405
N  0.742  -2.623  5.944  0.1341
C  0.446  0.697  4.816  -0.2369
N  0.606  1.754  5.257  0.1695
H  0.275  -2.962  3.397  0.1018
H  -0.034  -2.543  1.746  0.0603
Br  -4.584  4.861  -1.737  0.7631
C  -5.010  3.129  -1.094  -0.6545
C  -6.339  2.793  -0.892  -0.1177
C  -6.654  1.521  -0.426  -0.0584
C  -5.647  0.607  -0.150  -0.0010
C  -4.323  0.969  -0.353  -0.1216
C  -3.992  2.231  -0.840  -0.0522
C  -3.243  -0.001  -0.036  -0.4939
O  -3.465  -1.050  0.546  0.0669
O  -2.042  0.345  -0.462  -0.3014
H  -7.117  3.515  -1.102  0.1012
H  -7.692  1.246  -0.284  0.1089
H  -5.874  -0.386  0.218  0.1150
H  -2.952  2.490  -1.011  0.0883

Forces on atoms 1 to 6 (eV/Å):
Ta 0.99 -0.72 0.16
S -0.11 0.57 0.10
C 0.04 -0.28 -0.11
C 0.02 -0.03 0.00
C 0.00 0.03 0.02
C 0.00 0.00 0.01

The value obtained for the electronic energy is -9623.41576 Eh. For the highest occupied orbital energy, the calculation gives -0.279 hartree. The energy above the lowest of the compared OMol25 structures with the same formula, charge and spin is 1.4948 eV. The calculation puts the LUMO energy at -0.84 eV.